Entry 1:
Computed, not measured: a molecular structure, C2HNO3 in a non-equilibrium geometry, with ωB97M-V with the def2-TZVPD basis set.

```
! RIJCOSX wB97M-V def2-TZVPD def2/J DEFGRID3
* xyz 0 1
C 0.326 0.502 0.001
C 1.568 -1.005 0.015
N 2.524 -0.224 -0.016
O 1.152 -2.112 0.005
O 2.766 0.976 0.000
O 0.835 1.546 0.012
H -0.640 0.033 -0.001
*
```

Summary:
- largest force on an atom (hartree/bohr) = 0.0429
- HOMO level (eV) = -8.94

***

Entry 2:
Computed, not measured: a single C2HNO3S molecule in a non-equilibrium geometry, with ωB97M-V with the def2-TZVPD basis set.

```
! RIJCOSX wB97M-V def2-TZVPD def2/J DEFGRID3
* xyz 0 1
O -1.325 -1.821 -0.077
C -0.721 -0.827 -0.079
N -1.039 0.450 -0.108
O 0.006 1.343 0.073
C 1.362 0.238 -0.103
S 2.797 0.849 -0.128
O 0.775 -0.887 -0.047
H -1.855 0.654 0.470
*
```

Summary:
- largest force on an atom (hartree/bohr) = 0.0696
- HOMO level (eV) = -9.98
- SMILES = O=c1[nH]oc(=S)o1

***

Entry 3:
Computed, not measured: a molecular structure, C2HNO4 in a non-equilibrium geometry, with ωB97M-V with the def2-TZVPD basis set.

```
! RIJCOSX wB97M-V def2-TZVPD def2/J DEFGRID3
* xyz 0 1
C 0.869 -0.694 0.819
C 0.091 -0.321 -0.939
N -0.939 0.821 -0.336
O 1.938 -0.328 1.155
O 0.122 -0.598 -2.024
O -1.647 1.494 -0.975
O -0.691 0.938 0.860
H 0.256 -1.312 1.438
*
```

Summary:
- largest force on an atom (hartree/bohr) = 0.1238
- HOMO level (eV) = -9.92